The following is a DFT calculation (wB97M-V/def2-TZVPD) of a structure of composition C34H54BrClN2O4PPtSi2.

Relative energy (zero: lowest compared OMol25 entry of this formula, charge and spin): 0.000 eV
Total charge: -1
Molar mass: 952.40 g/mol

Each line ends with the Mulliken charge.
Atoms and positions in Å:
1 Pt 0.02 0.25 -0.11  1.743
2 C 0.61 0.71 4.74  -1.838
3 C 0.09 1.00 3.33  2.215
4 C -1.41 1.21 3.36  -0.907
5 P 0.58 -0.16 1.98  1.853
6 C 2.36 -0.43 2.40  0.881
7 C 3.03 -1.47 1.51  -1.450
8 C 3.24 0.80 2.56  -1.973
9 C -0.05 -1.83 2.22  -0.321
10 C -0.17 -2.50 3.43  -0.455
11 C -0.50 -3.84 3.51  0.421
12 C -0.64 -4.55 4.83  -1.749
13 C -0.67 -4.52 2.30  -1.108
14 C -0.54 -3.90 1.08  -0.673
15 C -0.22 -2.52 0.99  0.774
16 N -0.09 -1.85 -0.17  0.585
17 C -0.24 -2.56 -1.39  -1.226
18 C -1.50 -2.67 -1.98  1.824
19 C -2.72 -2.14 -1.28  -2.010
20 C -1.64 -3.29 -3.22  -0.961
21 C -0.55 -3.82 -3.89  0.848
22 C -0.71 -4.47 -5.24  -1.634
23 C 0.69 -3.74 -3.27  -1.236
24 C 0.87 -3.13 -2.03  1.012
25 C 2.22 -3.09 -1.40  -1.077
26 H 0.38 1.58 5.36  0.458
27 H 1.68 0.55 4.79  0.376
28 H 0.11 -0.14 5.18  0.368
29 H 0.56 1.92 2.98  -1.207
30 H -1.94 0.28 3.58  0.246
31 H -1.76 1.59 2.42  -0.859
32 H -1.67 1.94 4.14  0.596
33 H 2.23 -0.90 3.39  0.607
34 H 3.22 -1.05 0.52  -0.061
35 H 2.43 -2.37 1.42  0.276
36 H 3.99 -1.74 1.94  0.565
37 H 3.43 1.27 1.60  -0.078
38 H 4.21 0.48 2.95  0.560
39 H 2.83 1.54 3.24  0.321
40 H 0.01 -1.97 4.35  0.073
41 H -0.50 -3.86 5.66  0.335
42 H 0.10 -5.35 4.95  0.327
43 H -1.62 -5.01 4.94  0.347
44 H -0.92 -5.58 2.32  0.343
45 H -0.66 -4.47 0.17  0.580
46 H -3.48 -1.82 -2.00  0.491
47 H -2.47 -1.31 -0.63  -0.070
48 H -3.18 -2.91 -0.65  0.452
49 H -2.62 -3.35 -3.67  0.419
50 H -1.35 -5.35 -5.18  0.318
51 H 0.25 -4.78 -5.65  0.391
52 H -1.17 -3.78 -5.95  0.339
53 H 1.56 -4.16 -3.77  0.270
54 H 2.98 -3.51 -2.06  0.412
55 H 2.23 -3.65 -0.46  0.331
56 H 2.50 -2.06 -1.16  -0.242
57 O 5.60 0.64 -0.88  -0.746
58 Cl 4.52 1.61 -0.96  1.930
59 O 4.72 2.65 0.02  -0.697
60 O 4.47 2.18 -2.29  -0.662
61 O 3.26 0.92 -0.68  -0.986
62 Br 2.54 -0.36 -3.36  0.060
63 C 0.78 0.25 -3.61  -0.127
64 C 0.44 0.69 -4.88  -0.792
65 C -0.86 1.06 -5.13  -0.755
66 C -1.79 0.95 -4.10  -1.276
67 C -1.34 0.52 -2.87  -0.194
68 N -0.07 0.21 -2.60  0.642
69 H 1.20 0.73 -5.65  0.517
70 H -1.16 1.40 -6.11  0.424
71 H -2.83 1.20 -4.25  0.523
72 H -2.04 0.42 -2.05  0.599
73 C -3.45 1.02 0.79  -1.033
74 Si -2.45 2.50 0.12  1.069
75 C -3.35 2.96 -1.48  -1.285
76 C -2.94 3.92 1.26  -1.446
77 C -0.61 2.27 -0.21  0.170
78 Si 0.56 3.71 -0.02  0.320
79 C 1.69 3.71 1.46  -0.330
80 C 1.56 3.74 -1.60  -0.684
81 C -0.26 5.41 0.04  -1.353
82 H -2.89 0.09 0.79  0.042
83 H -3.78 1.21 1.81  0.510
84 H -4.34 0.89 0.17  0.394
85 H -4.39 3.20 -1.23  0.411
86 H -3.37 2.16 -2.22  0.222
87 H -2.90 3.84 -1.95  0.249
88 H -4.02 3.89 1.40  0.414
89 H -2.68 4.89 0.83  0.329
90 H -2.47 3.86 2.24  0.276
91 H -0.62 2.33 -1.32  -0.554
92 H 2.29 2.81 1.51  -0.375
93 H 1.15 3.85 2.40  0.321
94 H 2.38 4.55 1.34  0.560
95 H 1.99 2.77 -1.83  -0.162
96 H 2.38 4.46 -1.56  0.390
97 H 0.90 4.03 -2.43  0.319
98 H -0.73 5.62 1.00  0.278
99 H -1.01 5.54 -0.75  0.299
100 H 0.52 6.15 -0.12  0.369


The following is a DFT calculation (wB97M-V/def2-TZVPD) of a structure of composition C34H54ClCoN13O5S.

Multiplicity: 4
⟨S²⟩: 3.811
Molar mass: 851.35 g/mol
Calculated total energy: -126724.6251 eV

Each line ends with the Mulliken charge.
Atoms and positions in Å:
1 Co -1.70 1.73 1.03  0.628
2 C -2.17 2.65 4.26  -1.331
3 N -1.19 1.65 4.61  0.188
4 C -1.67 0.52 5.40  -1.230
5 C -0.12 1.45 3.76  -0.211
6 N -0.18 1.92 2.55  1.024
7 C 0.89 2.18 1.73  -0.878
8 C 2.22 2.39 1.99  -0.273
9 C 3.26 2.68 1.10  -1.116
10 C 3.23 2.63 -0.29  -0.929
11 C 2.13 2.32 -1.10  -0.125
12 C 0.79 2.27 -0.83  -1.281
13 N -0.32 1.98 -1.58  1.034
14 C -0.42 1.99 -2.87  -0.284
15 N 0.54 2.38 -3.78  0.773
16 C 0.54 1.84 -5.12  -1.149
17 C 1.14 3.70 -3.67  -1.015
18 N -1.64 1.57 -3.46  -0.005
19 C -2.52 0.78 -2.62  -0.300
20 C -2.35 2.70 -4.05  -1.068
21 N 0.96 0.76 4.27  0.735
22 C 1.53 -0.32 3.50  -1.015
23 C 1.30 0.79 5.67  -1.362
24 H -2.70 2.96 5.17  0.409
25 H -2.90 2.27 3.53  0.390
26 H -1.67 3.51 3.83  0.348
27 H -2.75 0.58 5.47  0.425
28 H -1.26 0.51 6.42  0.289
29 H -1.41 -0.43 4.93  0.387
30 H 2.48 2.28 3.04  0.449
31 H 4.22 2.89 1.56  0.345
32 H 4.17 2.74 -0.80  0.368
33 H 2.34 2.09 -2.14  0.574
34 H 0.13 0.84 -5.13  0.311
35 H 1.57 1.81 -5.48  0.330
36 H -0.03 2.46 -5.83  0.335
37 H 0.87 4.17 -2.73  0.341
38 H 0.77 4.34 -4.49  0.352
39 H 2.23 3.66 -3.74  0.273
40 H -2.05 -0.17 -2.38  -0.150
41 H -3.42 0.57 -3.19  0.475
42 H -2.80 1.29 -1.69  0.021
43 H -1.67 3.31 -4.65  0.313
44 H -2.79 3.35 -3.27  0.235
45 H -3.15 2.34 -4.70  0.370
46 H 1.30 -0.20 2.45  0.094
47 H 1.16 -1.29 3.84  0.383
48 H 2.62 -0.32 3.60  0.358
49 H 0.84 1.65 6.14  0.431
50 H 2.39 0.88 5.77  0.309
51 H 0.99 -0.12 6.20  0.365
52 O 0.10 5.03 -0.55  -0.607
53 S -0.55 4.37 0.54  0.909
54 O -0.27 4.77 1.87  -0.577
55 O 0.31 2.62 0.48  0.685
56 O -1.89 3.88 0.27  -0.453
57 N -4.50 4.45 0.05  -0.243
58 C -5.69 3.89 0.32  0.546
59 N -6.81 4.60 0.06  -0.397
60 N -5.85 2.67 0.80  -0.781
61 C -4.75 1.99 0.98  0.788
62 N -3.76 1.41 1.14  -0.674
63 H -4.45 5.39 -0.30  0.256
64 H -3.62 3.99 0.27  0.265
65 H -6.77 5.59 -0.10  0.204
66 H -7.68 4.20 0.37  0.265
67 C -0.42 -6.27 -1.82  -1.773
68 C 0.26 -5.57 -0.64  1.499
69 C 1.60 -6.27 -0.37  -1.848
70 C -0.61 -5.72 0.61  -1.713
71 C 0.49 -4.05 -0.94  2.623
72 O 1.12 -3.44 0.18  -0.722
73 C 1.34 -3.84 -2.21  -1.636
74 C 1.92 -2.44 -2.41  -0.267
75 C 3.11 -2.13 -1.53  -0.597
76 C 3.06 -1.15 -0.54  1.072
77 C 4.15 -0.90 0.28  -1.035
78 C 5.31 -1.64 0.10  0.229
79 Cl 6.68 -1.33 1.12  -0.257
80 C 5.40 -2.61 -0.89  -0.970
81 C 4.30 -2.84 -1.70  -0.007
82 C -0.88 -3.31 -1.11  -2.626
83 N -1.11 -2.26 -0.15  1.251
84 C -0.86 -0.95 -0.27  -0.939
85 N -1.12 -0.33 0.87  0.714
86 C -1.54 -1.35 1.67  -0.908
87 N -1.56 -2.52 1.09  -1.000
88 H -0.60 -7.31 -1.56  0.481
89 H 0.21 -6.26 -2.72  0.356
90 H -1.38 -5.82 -2.07  0.319
91 H 1.41 -7.30 -0.06  0.505
92 H 2.15 -5.79 0.45  0.370
93 H 2.25 -6.31 -1.25  0.386
94 H -0.63 -6.77 0.90  0.531
95 H -1.64 -5.41 0.45  0.329
96 H -0.22 -5.14 1.44  0.260
97 H 2.05 -3.68 0.19  0.531
98 H 0.72 -4.10 -3.08  0.686
99 H 2.17 -4.55 -2.22  0.214
100 H 1.16 -1.66 -2.28  -0.696
101 H 2.24 -2.36 -3.46  0.713
102 H 2.16 -0.58 -0.40  0.352
103 H 4.10 -0.13 1.03  0.554
104 H 6.32 -3.16 -1.02  0.436
105 H 4.37 -3.60 -2.47  0.479
106 H -1.72 -4.00 -1.00  0.511
107 H -0.95 -2.86 -2.10  0.207
108 H -0.47 -0.47 -1.15  0.760
109 H -1.85 -1.20 2.69  0.497


The following is a DFT calculation (wB97M-V/def2-TZVPD) of a structure of composition C34H54CuN4P2Si2 in a non-equilibrium geometry.

Relative energy (zero: lowest compared OMol25 entry of this formula, charge and spin): 0.670 eV
Multiplicity: 2
⟨S²⟩: 0.759
Molar mass: 700.50 g/mol

Each line ends with the Mulliken charge.
Atoms and positions in Å:
1 Cu -0.29 -1.78 -0.89  -0.726
2 C -1.28 3.55 -2.52  -0.954
3 C -1.58 2.54 -3.37  -0.509
4 C -0.57 1.65 -4.00  1.323
5 C 0.67 1.21 -3.18  1.945
6 C 1.94 1.93 -3.52  -0.311
7 C 2.04 3.24 -3.78  -0.836
8 C 0.94 4.25 -3.57  -0.731
9 C 0.09 4.06 -2.27  -0.601
10 C 1.15 -2.04 -2.16  0.223
11 H -2.10 4.06 -2.01  0.435
12 H -2.62 2.24 -3.52  0.392
13 H -0.19 2.13 -4.91  0.341
14 H -1.12 0.74 -4.35  -1.048
15 H 0.45 1.24 -2.10  -0.237
16 H 0.81 0.14 -3.40  -1.334
17 H 2.86 1.33 -3.42  0.385
18 H 2.97 3.67 -4.20  0.375
19 H 0.26 4.28 -4.44  0.259
20 H 1.39 5.26 -3.49  0.483
21 H 0.60 3.41 -1.54  0.025
22 H -0.04 5.05 -1.79  0.525
23 H 1.71 -2.92 -1.79  0.513
24 H 1.78 -1.13 -2.01  0.030
25 H 0.99 -2.15 -3.25  -0.459
26 P 1.43 -1.20 -5.62  -0.213
27 P -2.56 -0.42 -5.68  -0.353
28 N 2.72 -0.07 -6.22  0.881
29 N 1.97 -2.40 -6.87  0.619
30 N -2.58 1.12 -6.55  0.938
31 N -3.90 -0.97 -6.79  0.318
32 C 0.15 -0.47 -6.71  -1.127
33 C -1.19 -1.23 -6.61  -1.213
34 C 4.01 -0.08 -5.68  -0.781
35 C 4.82 0.75 -6.45  -0.771
36 C 4.02 1.27 -7.51  -0.840
37 C 2.74 0.75 -7.35  -0.265
38 C 2.35 -3.71 -6.58  -0.414
39 C 2.71 -4.35 -7.77  -0.707
40 C 2.54 -3.40 -8.83  -0.580
41 C 2.10 -2.22 -8.25  -0.327
42 C -3.28 2.25 -6.09  -0.917
43 C -2.93 3.35 -6.85  -0.732
44 C -2.01 2.91 -7.86  -0.929
45 C -1.85 1.54 -7.67  -0.315
46 C -4.38 -0.44 -7.99  -0.205
47 C -5.30 -1.33 -8.55  -0.638
48 C -5.35 -2.47 -7.67  -0.578
49 C -4.47 -2.23 -6.63  -0.354
50 H 0.45 -0.50 -7.76  0.378
51 H 0.08 0.59 -6.45  1.086
52 H -1.55 -1.48 -7.62  0.466
53 H -1.07 -2.18 -6.06  0.563
54 H 4.21 -0.67 -4.80  0.472
55 H 5.86 0.95 -6.27  0.448
56 H 4.32 1.94 -8.30  0.467
57 H 1.87 0.90 -7.96  0.389
58 H 2.30 -4.06 -5.56  0.424
59 H 3.05 -5.37 -7.86  0.417
60 H 2.71 -3.55 -9.89  0.426
61 H 1.86 -1.28 -8.74  0.311
62 H -3.97 2.17 -5.26  0.627
63 H -3.29 4.37 -6.68  0.437
64 H -1.54 3.50 -8.62  0.504
65 H -1.25 0.84 -8.24  0.531
66 H -4.06 0.52 -8.35  0.325
67 H -5.85 -1.17 -9.46  0.428
68 H -5.97 -3.35 -7.81  0.408
69 H -4.21 -2.83 -5.77  0.373
70 C -3.63 -1.41 1.74  -1.089
71 Si -1.95 -2.27 1.59  0.325
72 C -1.77 -3.19 3.24  -1.048
73 C -2.10 -3.59 0.26  -1.173
74 C -0.52 -1.19 1.08  0.287
75 Si -0.51 0.52 1.97  0.303
76 C 1.01 0.73 3.07  -1.277
77 C -0.40 1.82 0.61  -0.841
78 C -1.91 0.98 3.17  -1.203
79 H -4.41 -2.12 1.41  0.403
80 H -3.69 -0.51 1.10  0.307
81 H -3.91 -1.11 2.76  0.338
82 H -2.49 -4.02 3.23  0.302
83 H -0.77 -3.63 3.38  0.343
84 H -1.99 -2.58 4.12  0.322
85 H -2.50 -3.15 -0.67  0.246
86 H -1.13 -4.06 0.06  0.372
87 H -2.79 -4.36 0.63  0.323
88 H 0.47 -1.66 1.36  0.365
89 H 1.84 1.18 2.50  0.372
90 H 0.79 1.42 3.90  0.343
91 H 1.36 -0.21 3.52  0.330
92 H -0.88 1.42 -0.29  -0.029
93 H -0.88 2.77 0.87  0.472
94 H 0.66 2.03 0.39  0.340
95 H -2.85 1.25 2.67  0.352
96 H -2.14 0.21 3.92  0.308
97 H -1.60 1.87 3.73  0.421


The following is a DFT calculation (wB97M-V/def2-TZVPD) of a structure of composition C34H54N2O2Pt.

Molar mass: 717.90 g/mol
Calculated total energy: -46455.6537 eV

Each line ends with the Mulliken charge.
Atoms and positions in Å:
1 Pt 0.96 0.42 -1.45  2.162
2 C 3.57 1.79 -1.00  -0.534
3 N 3.01 0.43 -1.09  0.095
4 C 3.70 -0.32 -2.15  -0.977
5 C 3.17 -0.24 0.22  -0.626
6 C 2.29 -1.48 0.35  -1.353
7 N 0.89 -1.21 -0.06  0.490
8 C 0.26 -2.38 -0.70  -1.484
9 C -0.97 -2.15 -1.56  -0.190
10 C -1.60 -3.34 -1.93  -0.486
11 C -2.70 -3.38 -2.76  -0.677
12 C -3.19 -2.16 -3.22  0.346
13 C -2.62 -0.94 -2.89  -0.884
14 C -1.48 -0.93 -2.04  0.996
15 O -0.98 0.27 -1.69  -1.028
16 C -3.21 0.37 -3.43  2.284
17 C -4.43 0.10 -4.32  -2.410
18 C -3.69 1.27 -2.28  -1.540
19 C -2.19 1.11 -4.30  -1.377
20 C -3.33 -4.72 -3.14  2.060
21 C -2.30 -5.57 -3.90  -1.629
22 C -3.75 -5.47 -1.87  -1.652
23 C -4.56 -4.56 -4.03  -2.139
24 C 0.03 -0.68 1.04  -1.116
25 C 0.62 0.46 1.84  -0.052
26 C 0.97 0.18 3.16  -0.413
27 C 1.51 1.15 3.99  -0.739
28 C 1.63 2.43 3.45  -0.734
29 C 1.28 2.78 2.16  0.739
30 C 0.79 1.76 1.29  0.360
31 O 0.54 2.01 0.03  -1.483
32 C 1.45 4.26 1.78  2.057
33 C 0.64 5.12 2.76  -1.731
34 C 0.99 4.66 0.37  -1.960
35 C 2.93 4.65 1.90  -1.456
36 C 1.94 0.88 5.43  2.039
37 C 3.43 1.21 5.59  -1.597
38 C 1.12 1.77 6.39  -1.632
39 C 1.72 -0.58 5.83  -2.136
40 H 4.63 1.75 -0.74  0.401
41 H 3.01 2.35 -0.25  -0.154
42 H 3.46 2.29 -1.97  0.368
43 H 4.77 -0.40 -1.92  0.359
44 H 3.57 0.19 -3.10  0.305
45 H 3.28 -1.32 -2.23  0.284
46 H 2.90 0.48 0.99  0.200
47 H 4.23 -0.51 0.37  0.533
48 H 2.32 -1.80 1.40  0.363
49 H 2.67 -2.30 -0.25  0.706
50 H -0.02 -3.09 0.09  0.466
51 H 1.02 -2.86 -1.31  0.475
52 H -1.18 -4.26 -1.54  0.536
53 H -4.05 -2.16 -3.86  0.641
54 H -5.23 -0.41 -3.77  0.430
55 H -4.18 -0.50 -5.19  0.424
56 H -4.83 1.05 -4.67  0.459
57 H -4.43 0.74 -1.67  0.306
58 H -4.16 2.16 -2.68  0.485
59 H -2.86 1.56 -1.63  0.177
60 H -1.87 0.49 -5.14  0.322
61 H -1.31 1.40 -3.72  0.008
62 H -2.64 2.02 -4.71  0.481
63 H -1.41 -5.76 -3.29  0.320
64 H -1.97 -5.06 -4.81  0.362
65 H -2.73 -6.53 -4.18  0.451
66 H -2.90 -5.67 -1.22  0.317
67 H -4.21 -6.42 -2.13  0.456
68 H -4.48 -4.88 -1.30  0.366
69 H -4.31 -4.07 -4.97  0.393
70 H -5.34 -3.97 -3.53  0.400
71 H -4.97 -5.54 -4.26  0.440
72 H -0.16 -1.53 1.72  0.515
73 H -0.91 -0.39 0.58  0.275
74 H 0.82 -0.83 3.52  0.485
75 H 2.03 3.21 4.09  0.418
76 H -0.42 4.86 2.71  0.402
77 H 0.74 6.18 2.51  0.473
78 H 0.96 4.99 3.80  0.287
79 H -0.06 4.42 0.21  0.379
80 H 1.56 4.17 -0.41  0.228
81 H 1.12 5.74 0.27  0.512
82 H 3.32 4.49 2.91  0.292
83 H 3.07 5.70 1.65  0.465
84 H 3.55 4.06 1.22  0.178
85 H 3.63 2.25 5.35  0.310
86 H 4.03 0.59 4.93  0.329
87 H 3.75 1.03 6.62  0.447
88 H 1.27 2.82 6.18  0.303
89 H 1.42 1.58 7.42  0.467
90 H 0.06 1.56 6.29  0.354
91 H 2.30 -1.25 5.20  0.374
92 H 0.67 -0.86 5.77  0.395
93 H 2.04 -0.72 6.87  0.441